Below is a structure of composition C23H27OSi at a distorted geometry, with properties calculated with ωB97M-V with the def2-TZVPD basis set.

Positions of all 52 atoms, in Å:
C -2.0027 -0.3455 1.4086
C -3.2668 0.5521 1.3675
C -2.8989 1.7073 2.2732
C -1.7735 1.4430 2.9914
C -1.1320 0.1334 2.6228
C 0.2704 0.3915 2.0163
C 0.9900 1.5806 2.2292
C 2.2941 1.7124 1.7283
C 2.8870 0.6321 1.0357
C 2.1743 -0.5711 0.8299
C 0.8802 -0.6749 1.3373
H -2.3043 -1.3910 1.4232
H -1.4309 -0.1657 0.4759
H -3.5126 0.8588 0.3315
H -4.1499 -0.0190 1.7350
H -3.5144 2.6224 2.2615
H -1.3554 2.0720 3.7999
H 0.5336 2.4168 2.7657
H 2.8470 2.6591 1.8560
H 3.9209 0.7176 0.6668
H 2.6138 -1.3995 0.2578
H 0.3215 -1.5956 1.1600
C -3.0129 -4.2101 0.6797
Si -2.3103 -4.2636 2.4014
C -3.0795 -5.6211 3.4037
C -0.4477 -4.3556 2.4334
O -2.7509 -2.7212 3.0248
C -2.4766 -2.0295 4.1436
C -1.5992 -0.9232 4.1665
C -1.2685 -0.7343 5.6488
C -2.0800 -1.7538 6.3803
C -2.1060 -2.0577 7.7384
C -2.9944 -3.0738 8.1935
C -3.8112 -3.7483 7.2718
C -3.7605 -3.4750 5.9070
C -2.8829 -2.4731 5.4820
H -2.2791 -4.5872 -0.0415
H -3.9033 -4.8504 0.6291
H -3.3008 -3.1945 0.3754
H -2.6499 -6.5820 3.0892
H -2.8970 -5.5063 4.4789
H -4.1647 -5.6580 3.2350
H -0.0491 -4.2866 1.4120
H 0.0187 -3.5670 3.0407
H -0.1462 -5.3240 2.8548
H -0.6364 -0.9954 3.4682
H -0.1650 -0.9120 5.7445
H -1.4402 0.2947 6.0401
H -1.4847 -1.5239 8.4543
H -3.0398 -3.3073 9.2720
H -4.5088 -4.5073 7.6569
H -4.3944 -3.9820 5.1960

The gap between HOMO and LUMO is 8.0 eV. Its charge is +1.

Below is an isolated molecule of C23H28BrN5O3S2 at a distorted geometry, with properties calculated with ωB97M-V with the def2-TZVPD basis set.

Positions of all 62 atoms, in Å:
N 0.7007 4.6789 -2.1647
C -0.3183 4.7925 -1.1109
C -1.6768 4.2751 -1.5776
C -2.4026 3.4735 -0.4880
C -3.4754 2.4964 -1.0501
C -3.0583 1.0775 -0.7596
C -2.1436 0.5034 -1.6357
C -1.6304 -0.7648 -1.4266
C -2.0512 -1.4691 -0.3031
C -2.9832 -0.9120 0.5622
Br -3.5441 -1.9620 2.0424
C -3.5174 0.3728 0.3576
C -4.5226 0.9111 1.3435
C -3.8600 1.3902 2.6532
N -3.7545 2.8615 2.7064
S -1.3567 -3.0908 -0.0669
C 0.2971 -2.7381 -0.6147
C 1.4060 -3.2802 0.0254
C 2.6778 -2.9659 -0.4365
C 3.8925 -3.5193 0.2768
C 4.7042 -2.3729 0.9248
S 4.1600 -2.0069 2.6088
C 4.6387 -3.4700 3.4297
N 5.7507 -4.1174 3.4050
N 5.5715 -5.2142 4.2440
C 4.3830 -5.1153 4.7129
O 3.7110 -4.0355 4.2314
C 2.8157 -2.1215 -1.5406
C 1.7150 -1.5743 -2.1801
C 1.8923 -0.6635 -3.3458
O 1.4844 0.7044 -3.1114
O 1.4996 0.9904 -1.7106
C 0.4410 -1.8900 -1.7014
N -0.7004 -1.3319 -2.3174
H 1.6211 4.7019 -1.7480
H 0.6239 3.7836 -2.6303
H -0.4040 5.8356 -0.8149
H 0.0099 4.2611 -0.2138
H -1.5330 3.6550 -2.4602
H -2.3091 5.1156 -1.8465
H -2.8433 4.1320 0.2526
H -1.6552 2.9009 0.0553
H -3.6089 2.6546 -2.1147
H -4.4030 2.7063 -0.5358
H -1.8321 1.0899 -2.4919
H -5.1930 0.0979 1.5988
H -5.1440 1.6894 0.9183
H -2.8512 0.9909 2.6947
H -4.4062 0.9746 3.4989
H -4.5519 3.2745 2.2357
H -3.8574 3.1529 3.6716
H 1.2685 -3.9356 0.8688
H 4.5185 -4.0956 -0.3955
H 3.5151 -4.1281 1.0899
H 5.7743 -2.5486 0.8886
H 4.5193 -1.4368 0.4093
H 3.9064 -5.7895 5.3943
H 3.8151 -1.8935 -1.8866
H 2.9039 -0.6898 -3.7358
H 1.2445 -1.0079 -4.1554
H 0.5773 1.2225 -1.5332
H -0.4515 -0.6261 -2.9964

The gap between HOMO and LUMO is 8.4 eV. Its SMILES is NCCCCc1cc2c(c(Br)c1CCN)Sc1cc(CCSc3nnco3)cc(COO)c1N2.

Below is a structure of composition C23H28Cl2MgN6O2STe, with properties calculated with ωB97M-V with the def2-TZVPD basis set.

Positions of all 64 atoms, in Å:
Mg 1.7457 0.9703 -1.7021
C -0.9889 2.8004 1.2608
C -0.4041 2.2286 0.0115
N 0.3878 1.2209 0.0352
N 0.7041 0.6546 1.2224
C 1.6865 -0.4334 1.1710
N 2.1550 -0.5338 2.5242
S 3.0487 -0.2127 0.0130
C -0.6879 2.7775 -1.3416
C -1.6139 3.7834 -1.5776
C -1.8202 4.2130 -2.8813
C -1.1026 3.6328 -3.9104
C -0.1899 2.6390 -3.5894
N 0.0108 2.2279 -2.3449
H -1.3048 1.9813 1.9117
H -1.8361 3.4525 1.0735
H -0.2356 3.3769 1.8061
H 0.9662 1.3091 1.9547
H 1.4991 -1.0257 3.1238
H 3.0570 -0.9882 2.5436
H -2.1662 4.2342 -0.7674
H -2.5354 4.9993 -3.0839
H -1.2269 3.9470 -4.9367
H 0.4197 2.1628 -4.3490
C -1.5219 -0.8500 -2.4751
C -0.2017 -1.3403 -2.9486
N 0.9625 -0.7448 -2.8064
C 1.9109 -1.5913 -3.3486
C 1.3061 -2.7059 -3.8239
N -0.0380 -2.5297 -3.5686
H -1.4467 0.2016 -2.2140
H -1.8218 -1.3991 -1.5815
H -2.2871 -0.9702 -3.2436
H 2.9543 -1.3286 -3.3532
H 1.6904 -3.5835 -4.3107
H -0.7728 -3.1829 -3.7735
C -2.6130 -2.4631 6.0618
C -1.8771 -2.4534 4.7499
C -0.7049 -3.1715 4.5781
C -0.0155 -3.1801 3.3658
C 1.2365 -4.0158 3.2678
C -0.5167 -2.4352 2.2876
Te 0.6326 -2.2815 0.5023
C -1.7200 -1.7249 2.4376
C -2.3564 -0.9694 1.3002
C -2.3720 -1.7415 3.6643
H -1.9899 -2.8638 6.8605
H -3.5123 -3.0793 5.9985
H -2.9257 -1.4572 6.3447
H -0.3078 -3.7434 5.4100
H 1.4455 -4.4952 4.2237
H 2.1038 -3.4243 2.9752
H 1.1274 -4.7926 2.5096
H -1.6625 -0.2611 0.8491
H -3.2409 -0.4326 1.6452
H -2.6651 -1.6610 0.5133
H -3.2972 -1.1844 3.7754
Cl 4.8912 4.6696 -2.8614
C 3.9308 3.5242 -3.7912
Cl 2.7601 4.3729 -4.8411
C 3.1361 2.5595 -2.9062
O 2.9418 1.4074 -3.3840
O 2.6772 2.9357 -1.8110
H 4.5919 2.9691 -4.4450

The gap between HOMO and LUMO is 6.8 eV.

Below is a cluster of 7 separate species, C23H28ClF6N4O18 in total at a distorted geometry, with properties calculated with ωB97M-V with the def2-TZVPD basis set.

Positions of all 80 atoms, in Å:
C 0.5302 -6.6541 -1.5607
C 0.2881 -5.1712 -2.2950
Cl 1.9138 -4.2829 -2.3410
C -0.8992 -4.3110 -1.4909
N -1.9245 -5.3516 -1.0612
C -2.2470 -5.9548 0.2882
N -3.3474 -6.9753 0.0181
C -3.5642 -6.8632 -1.4866
N -4.4216 -7.5632 -2.3142
N -2.6575 -5.8160 -2.1529
H 0.5737 -6.5351 -0.3799
H 1.5642 -7.1127 -1.9246
H -0.3794 -7.3936 -1.7746
H -0.1654 -5.4277 -3.3568
H -1.3452 -3.5401 -2.2856
H -0.4701 -3.7459 -0.5483
H -1.6914 -5.6569 1.2741
H -4.6756 -7.2187 -3.2797
H -4.8844 -8.4366 -1.9482
H -2.6216 -5.5423 -3.1620
C -0.5465 0.3504 0.9309
C -1.7239 -0.5400 0.7238
O -1.2364 -1.8166 1.0694
C -0.2635 -1.5859 1.9951
O 0.2001 -2.4430 2.7289
O 0.1247 -0.2742 2.0067
F -2.0891 -0.5616 -0.5777
H 0.1168 0.3850 0.0602
H -0.8380 1.3717 1.1906
H -2.5882 -0.2940 1.3498
C 2.7545 -0.0208 3.7373
C 3.3301 -0.2381 5.0949
O 3.7278 1.0537 5.4948
C 2.8727 1.9013 4.8568
O 2.7199 3.0736 5.1573
O 2.2007 1.2754 3.8429
F 4.4297 -1.0220 5.0328
H 3.5146 -0.0276 2.9489
H 1.9851 -0.7569 3.4890
H 2.6211 -0.6469 5.8228
C 1.5008 5.2109 1.6743
C 0.4565 4.6352 2.5686
O -0.1443 3.6378 1.7741
C 0.8377 3.2200 0.9269
O 0.7888 2.1880 0.2785
O 1.8887 4.0952 0.8979
F -0.4814 5.5601 2.8725
H 1.1097 5.9933 1.0152
H 2.3499 5.6145 2.2324
H 0.8498 4.1869 3.4872
C -0.7088 -5.1377 -7.2017
C -0.8152 -3.6831 -6.8942
O -2.0274 -3.5847 -6.1816
C -2.1704 -4.7876 -5.5576
O -2.9447 -4.9937 -4.6379
O -1.3340 -5.7341 -6.0831
F -0.9283 -2.9573 -8.0291
H -1.2489 -5.4188 -8.1120
H 0.3292 -5.4686 -7.2934
H 0.0046 -3.2926 -6.2819
C -4.2224 6.3928 1.5402
C -4.0536 6.1951 3.0079
O -4.4986 4.8739 3.2157
C -4.2373 4.2238 2.0471
O -4.2262 3.0100 1.9269
O -3.9812 5.0982 1.0267
F -4.8586 7.0299 3.7027
H -5.2356 6.7078 1.2689
H -3.5097 7.1151 1.1331
H -3.0208 6.2952 3.3584
C 5.7377 6.2573 -0.7752
C 6.0942 6.2102 0.6713
O 5.0698 6.9570 1.2877
C 3.9811 6.7958 0.4843
O 2.8382 7.0586 0.8196
O 4.3252 6.2959 -0.7418
F 7.2718 6.8342 0.8985
H 6.1136 7.1563 -1.2750
H 6.0931 5.3785 -1.3200
H 6.1194 5.2004 1.0947

The gap between HOMO and LUMO is 9.1 eV. Its charge is +1.

Below is a structure of composition C23H28F3N3O at a distorted geometry, with properties calculated with ωB97M-V with the def2-TZVPD basis set.

Positions of all 58 atoms, in Å:
O 5.4941 1.4858 -0.3239
C 6.0627 0.2567 -0.0554
C 7.4212 0.0867 -0.2644
C 7.8396 -1.2684 0.0766
C 6.9862 -2.3957 0.4739
C 5.5617 -2.0393 0.8682
C 4.9847 -0.8449 0.6598
C 3.5977 -0.4029 0.6486
N 2.9499 0.3385 -0.4235
C 1.7785 0.9039 -0.0129
H 1.7839 1.6995 0.9527
C 0.4643 0.0529 0.0082
N -0.6037 0.4466 0.4833
C -1.2643 1.6093 -0.3004
H -0.5553 2.1579 -0.9276
C -2.3771 2.3464 0.5491
N -3.2584 1.3659 1.1074
C -4.4803 1.1187 0.4653
C -4.9001 0.0005 0.4131
C -6.2307 -0.3555 -0.0401
C -6.9294 0.5372 -0.9974
C -6.4553 1.9083 -0.8416
C -5.1581 2.2392 -0.3116
H -4.8433 3.1847 -0.2663
H -6.8552 2.7442 -1.8050
H -7.7253 0.3160 -1.4082
C -6.7101 -1.9871 -0.0179
F -5.8130 -2.5562 -0.5248
F -7.0098 -2.1792 1.3836
F -7.8429 -2.0575 -0.5834
H -4.5079 -0.7836 0.9793
C -2.6611 0.5785 1.8212
H -3.3283 0.0285 2.4921
C -1.6277 -0.3841 1.1782
H -1.1323 -0.9837 1.9107
H -2.0835 -0.6735 0.4863
H -2.0676 1.2117 2.5176
H -2.7764 3.0982 0.0017
H -1.8080 2.9861 1.2223
H -1.9365 1.0993 -1.0369
C 0.5143 -0.8701 -1.0639
C 1.6186 -1.4095 -1.3086
C 2.7984 -0.5006 -1.5295
H 3.8030 -1.0985 -1.7058
H 2.6249 0.3163 -2.4462
H 1.8587 -2.0340 -2.5343
H 2.0446 -2.3628 -0.7594
H -0.2387 -1.6765 -1.1287
H 0.2205 0.0084 -2.1233
H 0.7010 -0.7049 0.9376
H 1.5628 1.7189 -0.8503
H 3.1270 -1.3236 0.9504
H 3.7396 0.2735 1.5635
H 5.0401 -2.7986 1.3313
H 7.4789 -3.2540 1.0033
H 8.8779 -1.3356 0.1637
H 7.8611 0.7120 -0.7207
H 4.3843 1.4499 -0.3368

The gap between HOMO and LUMO is 8.2 eV.

Below is a structure of composition C23H28F9FeGeN6O4S6 at a distorted geometry, with properties calculated with ωB97M-V with the def2-TZVPD basis set.

Positions of all 78 atoms, in Å:
Fe 0.7654 1.4802 0.6674
F 0.5117 -0.0569 6.7315
C 1.3530 -0.1463 5.6805
F 2.2964 -1.0530 6.0053
F 1.9539 1.0323 5.5398
C 0.5965 -0.6068 4.4587
C 0.0557 -1.8760 4.5393
C -0.6472 -2.4051 3.4703
C -0.7966 -1.6135 2.3558
N -0.3100 -0.3680 2.2668
C 0.4022 0.1434 3.2877
S 0.9825 1.7572 2.9802
H 0.1932 -2.4547 5.4479
H -1.0715 -3.4000 3.5089
H -1.3449 -1.9780 1.4909
N -2.7787 0.5578 1.4297
C -2.4747 1.8821 1.4492
N -1.3021 2.3865 1.1326
C -1.3059 3.7665 1.2576
C -2.4757 4.3083 1.6254
S -3.6511 3.0735 1.8549
C -0.0322 4.4480 1.0608
C 0.2263 5.7512 1.2143
S 1.9081 6.0590 0.9858
C 2.1800 4.3785 0.6975
N 1.0684 3.6545 0.7472
N 3.4055 3.8919 0.4640
H -1.9663 -0.0404 1.4700
H -3.5891 0.2508 1.9385
H -2.7166 5.3497 1.7856
H -0.4580 6.5489 1.4671
H 4.2068 4.4934 0.4345
H 3.5028 2.9342 0.1564
F 2.7225 -2.0775 2.3963
C 3.3653 -2.1172 1.2394
F 2.9516 -3.1559 0.5274
F 4.6646 -2.1663 1.4371
S 2.9372 -0.5638 0.3750
O 1.4908 -0.6281 0.0689
O 3.2421 0.4889 1.3174
N 3.8439 -0.6546 -0.9105
S 3.9349 0.6851 -1.7609
O 3.0432 1.7125 -1.2122
O 3.8692 0.4878 -3.1689
C 5.6614 1.3137 -1.3972
F 6.2079 0.6176 -0.4156
F 5.5786 2.5963 -1.0281
F 6.3936 1.2167 -2.4879
S 0.2552 2.7989 -2.0941
C -0.0005 1.5339 -1.2691
C -1.1075 -4.8647 -2.4099
C 0.2082 -4.0869 -2.3583
C 0.0528 -2.5968 -2.6731
C -0.7859 -1.8626 -1.6185
Ge -1.0803 -0.0230 -2.1534
C -2.9064 0.6339 -1.9802
C -3.7111 0.2943 -3.2448
C -3.8407 -1.2130 -3.5119
C -4.7150 -1.9404 -2.4904
H -0.9324 -5.9336 -2.2791
H -1.6016 -4.7243 -3.3776
H -1.8037 -4.5502 -1.6276
H 0.9037 -4.5167 -3.0816
H 0.6682 -4.1961 -1.3695
H -0.4014 -2.4869 -3.6633
H 1.0446 -2.1357 -2.7215
H -0.2861 -1.9124 -0.6527
H -1.7874 -2.2902 -1.5221
H -0.6333 0.1892 -3.6095
H -2.8912 1.7121 -1.8056
H -3.3466 0.1760 -1.0940
H -3.2504 0.7708 -4.1169
H -4.7101 0.7296 -3.1361
H -2.8419 -1.6685 -3.5256
H -4.2589 -1.3553 -4.5102
H -4.3061 -1.8711 -1.4752
H -4.8070 -3.0019 -2.7355
H -5.7220 -1.5127 -2.4745

As for the expectation value of S²: 6.130. Its spin multiplicity is 5. The gap between HOMO and LUMO (spin up / spin down) is 5.3 / 5.3 eV. Its charge is +1.